{
  "formula": "CHCl2O3S",
  "method": "wB97M-V/def2-TZVPD",
  "e_above_lowest_kj_mol": 48.8,
  "mol_weight_g_mol": 163.99,
  "total_charge": -1,
  "energy_ha": -1583.05007,
  "homo_energy_ha": -0.172,
  "homo_lumo_gap_ev": 8.1,
  "largest_force_ev_per_a": 5.88,
  "lumo_energy_ev": 3.4,
  "elements": ["C", "O", "O", "O", "S", "Cl", "Cl", "H"],
  "xyz": [[1.132, 0.127, -0.045], [-1.530, 1.049, 0.757], [-2.518, -1.084, -0.105], [-0.021, -0.465, -0.829], [-1.855, 0.177, -0.352], [1.708, -1.292, 0.930], [2.343, 0.745, -1.136], [0.742, 0.742, 0.779]],
  "forces_ev_per_angstrom": [[-4.83, -3.17, -1.10], [0.07, 0.00, 1.18], [0.04, -0.32, 0.77], [2.65, 2.19, 1.97], [0.69, 0.34, -2.09], [0.80, -0.05, 0.03], [0.20, 0.32, 0.19], [0.39, 0.69, -0.95]]
}

---

{
  "formula": "CHCl3F2V2",
  "method": "wB97M-V/def2-TZVPD",
  "e_above_lowest_kj_mol": 0.0,
  "mol_weight_g_mol": 259.26,
  "total_charge": 2,
  "energy_ha": -3506.28010,
  "homo_energy_ha": [-0.622, -0.622],
  "spin_multiplicity": 7,
  "homo_lumo_gap_ev": [5.7, 6.2],
  "largest_force_ev_per_a": 2.61,
  "lumo_energy_ev": [-11.2, -10.7],
  "elements": ["V", "V", "F", "F", "C", "Cl", "Cl", "Cl", "H"],
  "xyz": [[-0.260, 0.048, -2.886], [2.305, 0.919, -1.186], [0.193, 1.175, -1.134], [1.747, 0.799, -3.196], [-0.844, -0.582, 1.580], [0.927, -0.852, 1.700], [-1.276, 0.980, 2.230], [-1.690, -1.891, 2.362], [-1.103, -0.597, 0.529]],
  "forces_ev_per_angstrom": [[1.56, 1.96, 0.71], [-1.71, 0.56, -0.67], [0.96, -1.60, -1.29], [-1.07, -1.14, 1.63], [-0.42, -0.02, 0.15], [0.45, 0.15, -0.49], [0.07, 0.04, -0.01], [0.07, 0.02, 0.01], [0.08, 0.03, -0.03]]
}

---

{
  "formula": "CHCl3O2PS",
  "method": "wB97M-V/def2-TZVPD",
  "e_above_lowest_kj_mol": 24.7,
  "mol_weight_g_mol": 214.42,
  "total_charge": -1,
  "energy_ha": -2309.40934,
  "homo_energy_ha": -0.167,
  "homo_lumo_gap_ev": 6.7,
  "largest_force_ev_per_a": 1.33,
  "lumo_energy_ev": 2.1,
  "elements": ["C", "O", "O", "P", "S", "Cl", "Cl", "Cl", "H"],
  "xyz": [[3.887, -0.748, 0.551], [-1.208, -0.732, 0.966], [-2.862, 0.250, -0.682], [-1.357, 0.334, -0.043], [-0.041, 0.577, -1.491], [2.221, -0.887, 0.783], [-1.568, 2.120, 1.011], [4.268, -0.701, -1.104], [-3.340, -0.212, 0.008]],
  "forces_ev_per_angstrom": [[-0.21, 0.02, 0.79], [0.01, -0.30, 0.44], [0.54, 0.13, 0.00], [0.46, -0.02, -1.25], [-0.48, 0.13, 0.32], [0.20, -0.06, -0.13], [0.00, 0.37, 0.21], [-0.01, -0.03, -0.59], [-0.51, -0.25, 0.20]]
}

---

{
  "formula": "CHCl3S",
  "method": "wB97M-V/def2-TZVPD",
  "e_above_lowest_kj_mol": 180.4,
  "mol_weight_g_mol": 151.45,
  "energy_ha": -1817.37448,
  "homo_energy_ha": -0.331,
  "homo_lumo_gap_ev": 8.4,
  "largest_force_ev_per_a": 0.69,
  "lumo_energy_ev": -0.6,
  "elements": ["C", "S", "Cl", "Cl", "Cl", "H"],
  "xyz": [[1.137, 0.345, 0.443], [1.201, -0.763, -0.762], [1.671, 1.908, 0.207], [-2.082, 1.043, -0.165], [0.378, -2.327, 0.282], [-2.305, -0.206, -0.004]],
  "forces_ev_per_angstrom": [[-0.20, -0.62, 0.21], [-0.03, 0.43, 0.53], [0.27, 0.40, -0.45], [-0.07, 0.06, -0.04], [0.01, -0.22, -0.28], [0.03, -0.05, 0.03]]
}

---

{
  "formula": "CHCl4OP",
  "method": "wB97M-V/def2-TZVPD",
  "e_above_lowest_kj_mol": 308.1,
  "mol_weight_g_mol": 201.80,
  "energy_ha": -2296.00457,
  "homo_energy_ha": [-0.357, -0.332],
  "homo_lumo_gap_ev": [7.5, 7.3],
  "largest_force_ev_per_a": 3.56,
  "lumo_energy_ev": [-2.2, -1.7],
  "elements": ["C", "O", "P", "Cl", "Cl", "Cl", "Cl", "H"],
  "xyz": [[2.086, -0.372, 0.074], [-1.803, -0.540, -1.289], [-1.236, 0.112, -0.097], [0.757, -1.380, 0.089], [1.710, 0.957, -1.058], [-2.306, -0.634, 1.478], [-1.751, 1.992, -0.168], [2.542, -0.136, 0.971]],
  "forces_ev_per_angstrom": [[-1.68, 1.00, -2.98], [0.73, -0.22, -0.26], [-1.99, -1.16, -0.78], [1.04, -1.46, 0.50], [1.01, -0.84, 1.03], [0.18, 0.04, 0.62], [-0.24, 2.14, 0.30], [0.94, 0.51, 1.57]]
}

---

{
  "formula": "CHClF2N2",
  "method": "wB97M-V/def2-TZVPD",
  "e_above_lowest_kj_mol": 275.8,
  "mol_weight_g_mol": 114.48,
  "energy_ha": -807.87874,
  "homo_energy_ha": [-0.392, -0.273],
  "homo_lumo_gap_ev": [10.8, 6.8],
  "largest_force_ev_per_a": 5.05,
  "lumo_energy_ev": [0.1, -0.7],
  "elements": ["C", "N", "N", "F", "F", "Cl", "H"],
  "xyz": [[-0.869, 0.736, -0.115], [-0.018, 1.489, 0.203], [0.563, -1.605, -0.625], [0.034, -1.798, 0.635], [1.679, -0.896, -0.447], [-2.445, 0.532, 0.096], [1.056, 1.542, 0.252]],
  "forces_ev_per_angstrom": [[1.91, -2.46, -1.75], [3.59, 3.02, 1.86], [-1.25, -0.16, -0.10], [0.74, 0.00, -0.26], [0.40, 0.22, 0.55], [-2.74, 0.04, 0.39], [-2.65, -0.67, -0.70]]
}

---

{
  "formula": "CHClF2O",
  "method": "wB97M-V/def2-TZVPD",
  "e_above_lowest_kj_mol": 252.7,
  "mol_weight_g_mol": 102.47,
  "energy_ha": -773.78682,
  "homo_energy_ha": -0.399,
  "homo_lumo_gap_ev": 10.6,
  "largest_force_ev_per_a": 4.02,
  "lumo_energy_ev": -0.3,
  "smiles": "FC(F)OCl",
  "elements": ["F", "C", "F", "O", "Cl", "H"],
  "xyz": [[0.255, -1.335, 0.767], [-0.482, -0.748, -0.190], [-0.378, -1.514, -1.253], [-1.991, -0.802, 0.178], [-2.809, 0.681, 0.384], [-0.363, 0.259, -0.410]],
  "forces_ev_per_angstrom": [[-0.72, 1.05, -0.28], [-3.44, -1.77, 1.10], [0.03, -0.18, -0.55], [1.90, -0.32, -0.07], [0.99, -0.64, -0.19], [1.24, 1.86, -0.02]]
}

---

{
  "formula": "CHClFO2S",
  "method": "wB97M-V/def2-TZVPD",
  "e_above_lowest_kj_mol": 195.8,
  "mol_weight_g_mol": 131.54,
  "total_charge": -1,
  "energy_ha": -1147.40208,
  "homo_energy_ha": -0.120,
  "homo_lumo_gap_ev": 7.1,
  "largest_force_ev_per_a": 3.47,
  "lumo_energy_ev": 3.9,
  "elements": ["C", "O", "O", "F", "S", "Cl", "H"],
  "xyz": [[-2.095, -0.117, -1.031], [-0.386, 1.643, -1.707], [0.096, 0.644, 0.552], [-2.871, -0.304, 0.199], [-1.091, 1.293, -0.474], [-3.335, 0.623, -2.093], [0.503, -0.265, 0.160]],
  "forces_ev_per_angstrom": [[0.18, -0.72, 1.68], [0.52, 0.53, -0.56], [0.27, -3.04, -1.54], [0.22, -0.39, -0.17], [0.58, 0.29, 0.15], [-0.16, 0.38, -0.48], [-1.61, 2.94, 0.91]]
}

---

{
  "formula": "CHClFO3",
  "method": "wB97M-V/def2-TZVPD",
  "e_above_lowest_kj_mol": 295.8,
  "mol_weight_g_mol": 115.47,
  "total_charge": 1,
  "energy_ha": -823.84252,
  "homo_energy_ha": [-0.598, -0.598],
  "homo_lumo_gap_ev": [8.2, 8.2],
  "largest_force_ev_per_a": 3.36,
  "lumo_energy_ev": [-8.0, -8.0],
  "elements": ["C", "O", "O", "O", "F", "Cl", "H"],
  "xyz": [[1.126, -0.996, -0.246], [-2.005, 1.797, -0.397], [-0.639, 0.803, 0.874], [-1.565, 1.591, 0.743], [0.756, -0.399, -1.325], [0.378, -2.325, 0.217], [1.949, -0.472, 0.135]],
  "forces_ev_per_angstrom": [[-1.68, 0.82, -2.79], [0.28, -0.19, 0.43], [1.25, -1.11, 0.21], [-1.47, 1.24, -0.53], [0.05, -1.02, 0.93], [0.19, 0.04, 0.24], [1.38, 0.21, 1.52]]
}

---

{
  "formula": "CHClN2O",
  "method": "wB97M-V/def2-TZVPD",
  "e_above_lowest_kj_mol": 159.7,
  "mol_weight_g_mol": 92.48,
  "energy_ha": -683.54839,
  "homo_energy_ha": -0.386,
  "homo_lumo_gap_ev": 9.6,
  "largest_force_ev_per_a": 4.23,
  "lumo_energy_ev": -0.9,
  "smiles": "O=C/N=N\\Cl",
  "elements": ["O", "C", "N", "N", "Cl", "H"],
  "xyz": [[-1.204, -1.477, -0.058], [-0.821, -0.348, -0.016], [0.077, 0.272, -0.769], [1.161, 0.802, -0.587], [2.101, 0.283, 0.788], [-1.314, 0.468, 0.643]],
  "forces_ev_per_angstrom": [[0.20, -0.18, -0.27], [-2.46, -0.28, 3.00], [3.10, 2.40, -1.60], [-1.35, -0.69, -1.46], [0.05, -0.27, 0.93], [0.47, -0.99, -0.60]]
}

---

{
  "formula": "CHClN2O2S",
  "method": "wB97M-V/def2-TZVPD",
  "e_above_lowest_kj_mol": 156.5,
  "mol_weight_g_mol": 140.55,
  "energy_ha": -1156.95544,
  "homo_energy_ha": -0.409,
  "homo_lumo_gap_ev": 10.5,
  "largest_force_ev_per_a": 2.30,
  "lumo_energy_ev": -0.7,
  "smiles": "N#CS(=O)(=O)NCl",
  "elements": ["N", "C", "S", "O", "O", "N", "Cl", "H"],
  "xyz": [[-1.799, -1.757, 1.034], [-0.911, -1.049, 0.945], [0.292, 0.262, 0.638], [-0.321, 1.485, 0.905], [1.569, 0.083, 1.250], [0.168, -0.043, -1.123], [-0.008, 1.418, -2.065], [1.010, -0.399, -1.584]],
  "forces_ev_per_angstrom": [[-0.74, -0.78, 0.22], [1.74, 1.50, -0.08], [0.83, -0.85, -1.31], [-1.67, 1.32, -0.01], [-0.48, -1.41, -0.78], [0.48, 0.80, 0.52], [-0.23, -0.10, 0.49], [0.07, -0.48, 0.95]]
}

---

{
  "formula": "CHClO2S",
  "method": "wB97M-V/def2-TZVPD",
  "e_above_lowest_kj_mol": 74.8,
  "mol_weight_g_mol": 112.54,
  "energy_ha": -1047.50492,
  "homo_energy_ha": -0.360,
  "homo_lumo_gap_ev": 9.2,
  "largest_force_ev_per_a": 2.26,
  "lumo_energy_ev": -0.6,
  "elements": ["C", "O", "O", "S", "Cl", "H"],
  "xyz": [[0.608, -0.628, -0.217], [0.663, -1.362, 0.686], [-1.889, -0.025, 0.592], [-0.985, 0.429, -0.442], [0.379, 1.797, 0.360], [1.224, -0.211, -0.981]],
  "forces_ev_per_angstrom": [[-2.07, 0.89, -0.20], [0.63, -0.88, 0.28], [-0.43, -0.05, 0.15], [0.16, -0.42, 0.21], [0.04, 0.93, 0.12], [1.67, -0.47, -0.56]]
}